(1)
The following is a quantum chemistry calculation of an isolated molecule of C4H7NO, from OMol25.

Each line ends with the natural charge from an NBO analysis.
Positions of all 13 atoms, in Å:
O -1.65319 1.62858 -1.70918  -0.67
C -0.62041 1.00932 -1.08436  0.17
C -0.57443 -0.27886 -0.75046  -0.33
C 0.42829 -0.85737 0.17630  -0.11
C 1.28878 -0.01698 1.03860  -0.26
N 0.09056 -0.64210 1.59118  -0.58
H -2.39596 1.00974 -1.73015  0.48
H 0.17802 1.71320 -0.86477  0.18
H -1.41546 -0.92935 -0.99523  0.20
H 0.82377 -1.83989 -0.09010  0.20
H 2.26042 -0.39701 1.34180  0.20
H 1.26411 1.06475 0.93748  0.19
H 0.32550 -1.46404 2.13888  0.35

Its energy relative to the best compared isomer or geometry (same formula, charge and spin) is 2.541 eV. The calculation puts the molecular weight at 85.1 g mol⁻¹. Its total energy is -286.5383 Eh. The lowest unoccupied orbital energy comes out at 1.079 eV. Its SMILES is O/C=C/[C@H]1CN1. Its frontier orbital gap is 0.3635 Eh.

(2)
The following is a quantum chemistry calculation of a cluster of 2 separate species, C10H16 in total in a non-equilibrium geometry, from OMol25.

Each line ends with the natural charge from an NBO analysis.
Positions of all 26 atoms, in Å:
C 0.81950 -1.16733 2.16657  -0.62
C -0.16414 -0.94369 1.02793  -0.44
C -0.62126 0.47116 0.69544  0.00
C 0.13008 1.21411 -0.21357  -0.22
C -0.35898 2.48074 -0.61776  -0.20
C -1.62045 2.93981 -0.17460  -0.22
C -2.36401 2.13551 0.70696  -0.21
C -1.80625 0.97564 1.18117  -0.22
H 1.88947 -1.26417 1.85564  0.21
H 0.52057 -1.90985 2.89551  0.22
H 0.92623 -0.28409 2.89947  0.21
H 0.38963 -1.32439 0.17278  0.21
H -1.02660 -1.57978 1.17570  0.21
H 0.99682 0.79746 -0.62822  0.21
H 0.18129 3.09082 -1.30138  0.21
H -1.99016 3.93202 -0.52677  0.22
H -3.40994 2.31431 0.88008  0.21
H -2.27045 0.41250 2.00993  0.21
C 1.64376 -2.92334 -2.66091  -0.62
C 2.73584 -2.89684 -1.56336  -0.62
H 1.33337 -3.95238 -2.80997  0.21
H 0.86370 -2.23912 -2.50455  0.21
H 2.23215 -2.87235 -3.59520  0.21
H 3.65140 -2.38469 -1.83244  0.21
H 3.02103 -3.98384 -1.38264  0.20
H 2.37056 -2.71626 -0.56201  0.20

Its energy relative to the best compared isomer or geometry (same formula, charge and spin) is 1.333 eV. The calculation puts the molecular weight at 136.2 g mol⁻¹. Its total energy is -390.5869 Eh. The lowest unoccupied orbital energy comes out at 0.959 eV. Its SMILES is CCc1ccccc1.CC. Its frontier orbital gap is 0.3668 Eh.

(3)
The following is a quantum chemistry calculation of a cluster of 2 separate species, C2H7Cl3NSi in total in a non-equilibrium geometry, from OMol25.

Each line ends with the natural charge from an NBO analysis.
Positions of all 14 atoms, in Å:
C 1.26627 -1.03671 0.21571  -0.67
C 0.34582 0.10235 0.55240  -0.27
N 0.70550 1.30731 -0.25462  -0.70
Si -2.05629 -0.39715 -0.17409  1.27
Cl -2.41083 1.54468 -0.60612  -0.34
Cl -2.00007 -1.56077 -1.77113  -0.27
Cl -3.03607 -1.04996 1.41152  -0.26
H 1.20673 -1.29211 -0.84154  0.22
H 2.30567 -0.80054 0.45566  0.22
H 0.99325 -1.91691 0.78483  0.26
H 0.33848 0.35688 1.60704  0.22
H -0.05475 2.00163 -0.19999  0.45
H 1.59587 1.72081 0.05615  0.43
H 0.80043 1.02047 -1.23582  0.44

Its energy relative to the best compared isomer or geometry (same formula, charge and spin) is 0.183 eV. The calculation puts the molecular weight at 179.5 g mol⁻¹. Its total energy is -1805.0889 Eh. The lowest unoccupied orbital energy comes out at -3.491 eV. Its frontier orbital gap is 0.3723 Eh. As for the charge: +1.

(4)
The following is a quantum chemistry calculation of a cluster of 8 separate species, C48H120O32P8 in total in a non-equilibrium geometry, from OMol25.

Each line ends with the Löwdin charge.
Positions of all 208 atoms, in Å:
C 2.56218 5.18792 9.79529  -0.08
C 3.19655 4.27208 10.89060  -0.27
O 3.57874 3.12118 10.16971  -0.17
P 5.15276 2.90808 10.19693  0.51
O 5.86254 4.14876 9.79047  -0.24
O 5.32663 1.69952 9.09027  -0.20
C 5.55682 1.88582 7.76824  -0.31
C 6.93740 1.21155 7.41405  -0.05
O 5.39316 2.15169 11.65063  -0.18
C 6.63851 1.44206 11.81579  -0.26
C 6.34142 -0.04504 12.05507  -0.07
H 2.04488 6.05492 10.20614  0.06
H 3.28868 5.68931 9.15583  0.07
H 1.74549 4.80511 9.18327  0.07
H 3.95915 4.93658 11.29680  0.11
H 2.41397 4.10857 11.63151  0.12
H 4.75600 1.30638 7.30884  0.12
H 5.43504 2.90703 7.40713  0.12
H 6.89278 0.15498 7.67817  0.07
H 7.15990 1.27403 6.34884  0.07
H 7.78714 1.65827 7.93028  0.07
H 7.23861 1.45615 10.90596  0.10
H 7.18862 1.91750 12.62784  0.12
H 7.27185 -0.61228 12.08031  0.08
H 5.93152 -0.13050 13.06144  0.07
H 5.59536 -0.51413 11.41364  0.08
C 8.38921 7.07629 2.49571  -0.07
C 7.74190 8.46719 2.31827  -0.31
O 7.60562 8.71296 0.95911  -0.19
P 6.28637 8.14931 0.12008  0.58
O 6.06787 6.65160 0.37795  -0.26
O 5.04827 9.11805 0.54339  -0.19
C 4.40881 8.98874 1.74560  -0.34
C 4.57288 10.23939 2.54441  -0.07
O 6.63902 8.62295 -1.37770  -0.16
C 6.78783 10.01074 -1.54198  -0.28
C 7.11994 10.29088 -3.05090  -0.06
H 8.67989 6.89464 3.53042  0.07
H 7.87652 6.23073 2.03713  0.07
H 9.39279 7.12106 2.07275  0.07
H 6.83503 8.46057 2.92297  0.10
H 8.36941 9.18430 2.84751  0.12
H 3.36119 8.71798 1.61416  0.13
H 4.78241 8.11825 2.28483  0.11
H 5.63329 10.49075 2.56500  0.07
H 4.12223 11.11462 2.07645  0.08
H 4.32343 10.04069 3.58672  0.09
H 5.89841 10.51637 -1.16601  0.11
H 7.67323 10.45631 -1.08852  0.11
H 7.79331 9.53904 -3.46248  0.08
H 6.29282 10.14786 -3.74625  0.07
H 7.47711 11.31019 -3.19765  0.07
C -9.43385 8.11212 -5.51657  -0.07
C -9.27155 7.19890 -4.33434  -0.29
O -8.97399 5.97367 -4.91097  -0.21
P -7.65998 5.07658 -4.68124  0.56
O -6.50733 5.79767 -4.03165  -0.26
O -8.22367 3.75536 -3.85178  -0.22
C -8.52183 3.94322 -2.47478  -0.28
C -9.95150 3.48778 -2.32656  -0.07
O -7.44087 4.54111 -6.23011  -0.18
C -6.94697 3.28839 -6.43782  -0.31
C -8.21775 2.53464 -6.89635  -0.08
H -10.36874 8.65989 -5.39812  0.07
H -8.68014 8.89911 -5.49090  0.08
H -9.49387 7.60268 -6.47832  0.09
H -8.38892 7.50466 -3.77258  0.11
H -10.20436 7.04588 -3.79161  0.12
H -7.87571 3.26941 -1.91208  0.12
H -8.32609 4.97842 -2.19523  0.11
H -10.14996 2.56094 -2.86478  0.09
H -10.28853 3.42157 -1.29209  0.08
H -10.53577 4.31061 -2.73849  0.07
H -6.26399 3.27601 -7.28722  0.12
H -6.55374 2.77057 -5.56298  0.12
H -8.07131 1.46023 -7.00722  0.07
H -9.07413 2.72786 -6.25030  0.07
H -8.62651 2.88548 -7.84394  0.07
C 3.56333 -5.61101 -15.91450  -0.07
C 2.66764 -4.40798 -15.66642  -0.32
O 2.32134 -4.36648 -14.30627  -0.20
P 0.80262 -4.81958 -13.81054  0.61
O -0.03316 -5.53021 -14.84631  -0.26
O 0.95976 -5.65187 -12.37555  -0.18
C 1.73297 -6.78587 -12.31633  -0.31
C 0.86559 -8.04886 -12.58066  -0.06
O 0.07891 -3.42972 -13.30536  -0.21
C -0.37518 -2.48111 -14.23520  -0.28
C -1.86351 -2.84590 -14.19465  -0.08
H 4.20317 -5.38675 -16.76797  0.08
H 4.20476 -5.58915 -15.03349  0.07
H 3.01993 -6.55445 -15.86218  0.08
H 3.16771 -3.48504 -15.96001  0.12
H 1.79102 -4.48571 -16.30953  0.11
H 2.56064 -6.68116 -13.01783  0.10
H 2.18511 -6.85062 -11.32665  0.12
H 0.03529 -8.13283 -11.87949  0.08
H 0.50349 -8.04082 -13.60873  0.07
H 1.48913 -8.93192 -12.44094  0.07
H -0.29459 -1.44781 -13.89771  0.11
H 0.05346 -2.45869 -15.23713  0.12
H -2.00439 -3.84932 -14.59643  0.07
H -2.30407 -2.70319 -13.20791  0.08
H -2.45041 -2.18426 -14.83173  0.07
C -4.03532 -2.32240 0.87272  -0.07
C -3.22194 -1.89177 -0.30569  -0.28
O -1.93369 -2.52327 -0.13994  -0.18
P -0.63988 -1.63299 -0.50484  0.48
O 0.71498 -2.27907 -0.27344  -0.27
O -0.80463 -0.23007 0.39244  -0.22
C -0.17076 1.01064 0.11445  -0.26
C -1.22052 2.12064 -0.16762  -0.06
O -0.92673 -1.21407 -1.99820  -0.20
C -0.99706 -2.27823 -2.99685  -0.24
C -0.71548 -1.68085 -4.37249  -0.06
H -4.05227 -3.41066 0.81355  0.08
H -3.70156 -1.86074 1.80201  0.09
H -5.11711 -2.20546 0.93697  0.08
H -3.60416 -2.29852 -1.24193  0.11
H -3.18286 -0.81048 -0.43753  0.11
H 0.32542 1.19289 1.06770  0.11
H 0.64220 0.85461 -0.59468  0.12
H -0.70711 3.01773 -0.51364  0.07
H -1.79666 1.83692 -1.04834  0.07
H -1.83240 2.40229 0.68934  0.07
H -0.26624 -3.02138 -2.67791  0.11
H -1.92287 -2.84877 -2.92292  0.11
H -0.69366 -2.53943 -5.04366  0.08
H -1.43309 -0.94263 -4.73050  0.08
H 0.31210 -1.31744 -4.38255  0.08
C -8.19822 -0.15677 8.27635  -0.08
C -7.51745 -0.28818 9.59571  -0.31
O -6.33426 -1.03427 9.47226  -0.19
P -5.26379 -1.08804 10.68485  0.50
O -5.06007 0.31309 11.21873  -0.26
O -5.90702 -2.09377 11.76004  -0.19
C -6.35614 -3.42107 11.43744  -0.22
C -5.17408 -4.49917 11.17477  -0.05
O -3.93933 -1.83639 10.07652  -0.21
C -2.90299 -1.01467 9.55747  -0.23
C -3.47216 -0.21950 8.29364  -0.06
H -7.59745 0.29647 7.48784  0.08
H -8.43835 -1.17261 7.96247  0.07
H -9.22736 0.19828 8.22257  0.08
H -7.39752 0.71298 10.00971  0.12
H -8.21074 -0.81160 10.25410  0.12
H -7.06522 -3.69444 12.21883  0.11
H -6.99781 -3.40286 10.55653  0.10
H -4.49471 -4.44060 10.32440  0.06
H -4.64166 -4.47326 12.12553  0.07
H -5.69286 -5.44542 11.02124  0.06
H -2.57409 -0.34283 10.35029  0.11
H -2.05962 -1.66068 9.31355  0.11
H -4.02419 0.66806 8.60284  0.06
H -2.68139 0.18383 7.66109  0.06
H -4.05350 -0.84426 7.61555  0.07
C -2.86985 -12.48950 11.95622  -0.08
C -2.32662 -12.89810 10.65016  -0.36
O -3.44202 -13.30946 9.98083  -0.18
P -3.41800 -13.11862 8.35953  0.53
O -2.51114 -13.99795 7.60594  -0.23
O -4.96307 -13.26335 7.87991  -0.20
C -5.61767 -14.46260 7.51982  -0.26
C -5.82532 -15.26319 8.81086  -0.07
O -3.02826 -11.50991 8.12889  -0.20
C -3.46804 -10.79087 6.96349  -0.27
C -3.04079 -9.32235 7.07966  -0.08
H -3.69225 -11.77660 11.89692  0.09
H -3.26789 -13.38582 12.43189  0.08
H -2.08881 -12.09342 12.60522  0.08
H -1.90287 -11.98309 10.23631  0.11
H -1.51677 -13.62189 10.74168  0.13
H -6.47734 -14.37798 6.85505  0.12
H -4.92877 -15.02693 6.89129  0.11
H -6.54669 -14.71748 9.41909  0.08
H -5.97453 -16.31505 8.56709  0.08
H -4.94184 -15.36875 9.44048  0.06
H -2.94523 -11.07692 6.05085  0.12
H -4.53780 -10.92571 6.80367  0.11
H -1.95198 -9.27586 7.10066  0.08
H -3.39213 -8.81883 6.17903  0.07
H -3.58477 -8.69508 7.78585  0.07
C 10.17888 4.28143 -9.98753  -0.08
C 9.21714 5.40095 -9.70898  -0.26
O 8.20506 5.20361 -8.69188  -0.19
P 7.13824 3.99784 -8.69570  0.55
O 7.73602 2.66244 -8.40621  -0.25
O 6.01935 4.46292 -7.55708  -0.17
C 5.02476 3.52325 -7.31828  -0.34
C 3.76682 4.18783 -6.74313  -0.06
O 6.33045 4.11978 -10.15338  -0.22
C 6.83238 3.44997 -11.29164  -0.29
C 5.71810 2.51259 -11.69216  -0.07
H 9.61734 3.38196 -10.23995  0.05
H 10.88015 4.51412 -10.78889  0.09
H 10.76832 4.09910 -9.08897  0.09
H 9.79012 6.17646 -9.20069  0.12
H 8.74988 5.75669 -10.62726  0.12
H 4.68143 2.92467 -8.16202  0.11
H 5.45133 2.71922 -6.71855  0.12
H 3.25668 3.37004 -6.23413  0.07
H 4.01542 5.00257 -6.06307  0.08
H 3.07789 4.57859 -7.49198  0.07
H 6.82274 4.29845 -11.97581  0.12
H 7.84000 3.05446 -11.16371  0.10
H 5.71728 2.14964 -12.71996  0.07
H 5.72685 1.63587 -11.04454  0.08
H 4.69718 2.87160 -11.56211  0.08

Its energy relative to the best compared isomer or geometry (same formula, charge and spin) is 7.440 eV. The calculation puts the molecular weight at 1457.2 g mol⁻¹. Its total energy is -7039.9681 Eh. The lowest unoccupied orbital energy comes out at 0.468 eV. Its SMILES is CCOP(=O)(OCC)OCC.CCOP(=O)(OCC)OCC.CCOP(=O)(OCC)OCC.CCOP(=O)(OCC)OCC.CCOP(=O)(OCC)OCC.CCOP(=O)(OCC)OCC.CCOP(=O)(OCC)OCC.CCOP(=O)(OCC)OCC. Its frontier orbital gap is 0.3892 Eh.

(5)
The following is a quantum chemistry calculation of a cluster of 3 separate species, C3H13N3O2 in total, from OMol25.

Each line ends with the natural charge from an NBO analysis.
Positions of all 21 atoms, in Å:
C -1.38241 -0.64672 -0.52832  0.05
C -1.99032 0.24617 0.48494  -0.71
O -0.30390 0.77594 -1.83726  -1.08
H -0.64466 0.72721 -2.73897  0.46
H -1.07505 -1.63741 -0.22665  0.18
H -1.85602 -0.64675 -1.49390  0.20
H -1.78925 1.28682 0.22274  0.26
H -1.63856 0.04488 1.49679  0.21
H -3.08066 0.12314 0.47351  0.24
C 1.09273 -1.52869 1.09381  -0.43
N 0.78904 -0.42004 0.19758  0.02
N 1.16902 0.85230 0.91604  -0.33
N 1.39562 1.94445 0.07694  -0.66
O 1.53424 -0.55011 -0.95301  -0.62
H 0.88476 -0.03409 -1.59108  0.51
H 0.34386 1.06126 1.46942  0.34
H 0.73208 1.96217 -0.70803  0.39
H 2.32987 1.84968 -0.29900  0.35
H 0.54498 -1.39079 2.02705  0.20
H 0.78129 -2.45683 0.61616  0.21
H 2.16334 -1.56257 1.30124  0.22

Its energy relative to the best compared isomer or geometry (same formula, charge and spin) is 6.902 eV. The calculation puts the molecular weight at 123.2 g mol⁻¹. Its total energy is -436.6122 Eh. The lowest unoccupied orbital energy comes out at -0.126 eV. Its frontier orbital gap is 0.2994 Eh.